[1]
DFT (ωB97M-V/def2-TZVPD) results for a cluster of 3 separate species, C17H27F13NO6P in total.

ORCA input file:
```
! RIJCOSX wB97M-V def2-TZVPD def2/J DEFGRID3
* xyz 0 1
N -0.6719 -2.9504 0.2287
P 0.2500 -4.0202 -0.7296
O -0.9806 -4.6925 -1.5770
O 1.0347 -2.9907 -1.8778
C 0.2745 -2.2277 -2.7123
O -0.1784 -2.6572 -3.7329
O 0.2209 -0.9069 -2.3593
C 0.8769 -0.1475 -3.3890
C 0.8937 1.3798 -3.1924
C -0.0308 2.0879 -2.1991
F 0.3000 1.7956 -0.9221
F 0.2670 3.4160 -2.3697
C -1.5849 1.9918 -2.4770
F -2.0747 3.2479 -2.4853
F -1.7285 1.5197 -3.7475
C -2.5161 1.1778 -1.5085
F -1.8455 0.5114 -0.5645
F -3.3245 2.0548 -0.8628
C -3.4933 0.1629 -2.2062
F -2.8304 -0.7237 -2.9646
F -4.0537 -0.5408 -1.1870
C -4.6749 0.8322 -2.9879
F -4.3436 2.0317 -3.4916
F -5.6948 1.0157 -2.1187
C -5.2418 -0.0631 -4.1300
F -5.7255 -1.1928 -3.6179
F -4.3250 -0.3251 -5.0603
F -6.2460 0.6098 -4.7155
H -1.6139 -2.8988 -0.1560
H -0.2650 -2.0218 0.1697
H -0.6933 -4.9209 -2.4727
H 1.9168 -0.4838 -3.3963
H 0.4783 -0.3843 -4.3747
H 1.8865 1.6499 -2.8327
H 0.7576 1.8707 -4.1519
C 1.1570 4.2109 4.1006
C 0.7808 2.9237 3.3863
O -0.6029 2.6284 3.4163
C -1.4602 3.5865 2.8219
C -1.1809 3.8357 1.3502
H 0.8295 4.1794 5.1407
H 2.2388 4.3478 4.0788
H 0.7032 5.0864 3.6343
H 1.2643 2.0804 3.8806
H 1.1488 2.9354 2.3536
H -1.4335 4.5275 3.3835
H -2.4659 3.1819 2.9381
H -0.1857 4.2498 1.1827
H -1.9074 4.5405 0.9434
H -1.2502 2.9022 0.7921
C 5.6655 -3.2405 2.5648
C 4.4828 -2.4315 2.0592
O 3.3662 -3.2138 1.6837
C 2.7912 -4.0156 2.7008
C 2.2791 -3.2247 3.8925
H 5.9823 -3.9634 1.8117
H 6.5031 -2.5786 2.7885
H 5.4259 -3.7907 3.4755
H 4.7729 -1.8934 1.1560
H 4.1919 -1.6744 2.7969
H 3.4968 -4.7898 3.0239
H 1.9570 -4.5304 2.2235
H 3.0802 -2.6955 4.4109
H 1.8057 -3.8960 4.6097
H 1.5434 -2.4856 3.5714
*
```

The calculated total energy is -2809.7992 Ha. As for the SMILES: NP(O)OC(=O)OCCC(F)(F)C(F)(F)C(F)(F)C(F)(F)C(F)(F)C(F)(F)F.CCOCC.CCOCC.


[2]
DFT (ωB97M-V/def2-TZVPD) results for a cluster of 7 separate species, H14O7 in total.

ORCA input file:
```
! RIJCOSX wB97M-V def2-TZVPD def2/J DEFGRID3
* xyz 1 2
O 13.8573 -0.4564 3.2942
H 13.6872 -0.6974 4.2048
H 14.2779 0.4018 3.3476
O 11.4931 -0.8822 6.5038
H 12.2499 -0.2966 6.5258
H 11.0133 -0.6847 7.3081
O 13.3195 -3.0435 5.6636
H 12.4936 -2.5928 5.8395
H 13.2444 -3.8743 6.1331
O 14.6409 1.1458 6.9234
H 15.0994 0.7818 7.6808
H 15.3207 1.2466 6.2571
O 10.6296 -2.6709 10.3289
H 11.5344 -2.4999 10.5901
H 10.4478 -2.0187 9.6523
O 9.0628 0.0681 4.9253
H 9.3218 0.9715 4.7437
H 9.7262 -0.2537 5.5357
O 9.5458 -0.8433 8.4461
H 8.9494 -1.3575 7.9019
H 8.9779 -0.4174 9.0882
*
```

As for the expectation value of S²: 0.755. The energy above the lowest of the compared OMol25 structures with the same formula, charge and spin comes out at 145.5 kJ/mol.